Record 1
9
Properties=species:S:1:pos:R:3 method="wB97M-V/def2-TZVPD" multiplicity=3 gap_ev="7.85 / 6.44" max_force_ha_per_bohr=0.0856 de_lowest_kcal_mol=8.7
C 0.4536 -3.0202 2.3614
N 1.4829 2.3518 -1.8412
S 1.2868 -2.5562 1.0773
S 2.4548 -1.0186 1.4904
H 2.0250 1.6145 -2.4241
H 0.1506 -4.0625 2.4093
H 0.6067 -2.4580 3.3008
H 1.0984 2.9389 -2.6541
H 0.8246 1.8676 -1.2146

Record 2
41
Properties=species:S:1:pos:R:3 method="wB97M-V/def2-TZVPD" smiles="N[C@@H](Cc1c[nH]c2ccccc12)C(=O)N1CCC[C@H]1C(=O)O" gap_ev=8.69 max_force_ha_per_bohr=0.0706 de_lowest_kcal_mol=79.0
N -2.4280 -3.2636 -0.2461
C -1.4045 -2.2241 -0.1400
C -0.7537 -1.9114 -1.5188
C 0.6551 -1.3388 -1.5972
C 1.8546 -2.1011 -1.6485
N 2.9623 -1.2454 -1.8467
C 2.5711 0.0026 -1.6807
C 3.4115 1.1202 -1.6926
C 2.7419 2.3486 -1.4842
C 1.3114 2.4668 -1.3705
C 0.5530 1.3349 -1.4704
C 1.1084 0.0522 -1.5791
C -2.0465 -0.9950 0.3591
O -3.1147 -0.6101 -0.0821
N -1.3257 -0.3115 1.3885
C 0.1598 -0.3938 1.4237
C 0.5497 0.4290 2.5818
C -0.5361 1.4015 2.8695
C -1.8343 0.8508 2.1793
C -2.5342 2.0026 1.3423
O -3.6905 2.4501 1.4657
O -1.7412 2.4050 0.3526
H -3.0210 -3.1353 -1.0397
H -1.9388 -4.1337 -0.4089
H -0.6862 -2.6381 0.4347
H -0.8032 -2.7250 -2.2837
H -1.3796 -1.0920 -1.8133
H 1.8334 -3.1598 -1.4677
H 3.8959 -1.4979 -2.2003
H 4.4900 1.0837 -1.9581
H 3.2964 3.3241 -1.4045
H 0.8143 3.4431 -1.3549
H -0.5316 1.3576 -1.4587
H 0.5499 -1.3822 1.5992
H 0.3752 -0.0275 0.4923
H 1.5391 0.8447 2.5076
H 0.6748 -0.2038 3.4143
H -0.2829 2.3332 2.4894
H -0.6405 1.5223 3.9600
H -2.5170 0.5021 2.9768
H -2.1375 3.1151 -0.0902